A cluster of 9 separate species, C51H127N9O in total, computed with wB97M-V/def2-TZVPD.

For the energy relative to the best compared isomer or geometry (same formula, charge and spin), the calculation gives 0.0 kcal per mole. The SMILES is CCN(CC)CC.CCN(CC)CC.CCN(CC)CC.CCN(CC)CC.CCN(CC)CC.CCN(CC)CC.CCN(CC)CC.CCN(CC)CC.CNC(C)=O. The value obtained for the HOMO-LUMO gap is 8.589 eV.

ORCA input file:
```
! wB97M-V def2-TZVPD RIJCOSX def2/J DEFGRID3
* xyz 0 1
C 7.52 12.30 -25.08
C 6.57 12.12 -23.92
N 7.03 12.84 -22.73
C 6.29 12.42 -21.54
C 6.69 11.02 -21.07
C 6.93 14.31 -22.86
C 5.55 14.88 -23.18
H 7.28 11.65 -25.92
H 8.53 12.11 -24.73
H 7.50 13.33 -25.44
H 5.53 12.38 -24.18
H 6.53 11.07 -23.63
H 6.56 13.11 -20.73
H 5.21 12.45 -21.71
H 6.30 10.21 -21.69
H 7.78 10.90 -21.06
H 6.32 10.86 -20.05
H 7.63 14.63 -23.64
H 7.25 14.70 -21.90
H 5.08 14.45 -24.06
H 5.64 15.96 -23.31
H 4.85 14.76 -22.35
C 10.48 12.60 -20.68
C 10.60 12.87 -22.17
N 11.92 12.70 -22.73
C 12.94 13.52 -22.08
C 12.81 15.02 -22.22
C 11.90 12.83 -24.18
C 13.15 12.26 -24.81
H 10.86 13.41 -20.05
H 10.99 11.66 -20.44
H 9.43 12.44 -20.43
H 9.92 12.16 -22.66
H 10.12 13.85 -22.38
H 12.88 13.28 -21.02
H 13.93 13.16 -22.38
H 13.60 15.53 -21.68
H 12.86 15.37 -23.26
H 11.83 15.37 -21.88
H 11.75 13.88 -24.48
H 11.04 12.26 -24.54
H 13.04 12.23 -25.90
H 13.38 11.27 -24.43
H 14.01 12.91 -24.64
C 11.68 11.71 -14.03
C 12.40 12.02 -15.34
N 12.24 10.97 -16.34
C 12.95 9.73 -15.99
C 12.71 8.61 -16.97
C 12.39 11.43 -17.71
C 13.73 12.10 -18.03
H 11.99 10.76 -13.59
H 10.60 11.66 -14.20
H 11.93 12.46 -13.28
H 11.92 12.92 -15.73
H 13.47 12.21 -15.15
H 14.03 9.92 -15.86
H 12.54 9.41 -15.03
H 11.65 8.36 -17.01
H 13.04 8.80 -17.99
H 13.27 7.72 -16.65
H 11.61 12.19 -17.87
H 12.16 10.63 -18.41
H 13.93 12.93 -17.37
H 13.76 12.40 -19.08
H 14.55 11.38 -17.94
C 12.32 6.99 -12.76
C 12.49 5.79 -13.70
N 11.30 4.97 -13.85
C 10.95 4.33 -12.59
C 9.71 3.46 -12.65
C 11.42 4.05 -14.98
C 12.38 2.88 -14.78
H 13.19 7.63 -12.85
H 12.21 6.69 -11.72
H 11.44 7.57 -13.05
H 12.78 6.18 -14.68
H 13.36 5.20 -13.37
H 10.78 5.11 -11.85
H 11.80 3.75 -12.19
H 9.64 2.89 -11.73
H 9.69 2.78 -13.50
H 8.82 4.09 -12.71
H 10.43 3.67 -15.21
H 11.73 4.63 -15.86
H 12.37 2.25 -15.67
H 13.40 3.24 -14.58
H 12.10 2.27 -13.91
C 10.77 3.65 -19.50
C 10.64 5.15 -19.64
N 9.41 5.69 -19.06
C 9.00 6.96 -19.60
C 9.77 8.21 -19.17
C 9.30 5.47 -17.64
C 7.93 5.81 -17.07
H 11.54 3.29 -20.19
H 9.84 3.13 -19.76
H 11.06 3.34 -18.49
H 11.52 5.65 -19.19
H 10.62 5.40 -20.70
H 9.10 6.90 -20.69
H 7.92 7.10 -19.46
H 9.72 8.38 -18.10
H 10.81 8.11 -19.48
H 9.38 9.09 -19.69
H 10.08 5.98 -17.05
H 9.43 4.39 -17.50
H 7.92 5.43 -16.05
H 7.16 5.19 -17.54
H 7.72 6.88 -17.10
C 3.64 6.21 -10.42
C 4.35 7.29 -11.23
N 4.61 6.87 -12.59
C 4.66 7.99 -13.53
C 5.90 8.88 -13.44
C 5.78 6.02 -12.70
C 5.89 5.38 -14.07
H 3.36 6.61 -9.44
H 4.26 5.33 -10.25
H 2.73 5.91 -10.93
H 3.76 8.20 -11.21
H 5.30 7.55 -10.72
H 4.55 7.61 -14.55
H 3.78 8.62 -13.41
H 6.11 9.22 -12.43
H 6.79 8.37 -13.81
H 5.75 9.73 -14.11
H 5.75 5.22 -11.95
H 6.70 6.60 -12.48
H 4.96 4.84 -14.28
H 6.68 4.62 -14.09
H 6.03 6.07 -14.90
C 2.81 16.00 -20.34
C 2.41 14.55 -20.22
N 3.51 13.69 -19.80
C 3.19 12.28 -20.00
C 2.11 11.66 -19.09
C 3.92 13.99 -18.43
C 5.03 13.09 -17.94
H 1.97 16.58 -20.75
H 3.66 16.18 -21.00
H 3.00 16.47 -19.37
H 1.52 14.46 -19.58
H 2.08 14.18 -21.19
H 2.80 12.19 -21.02
H 4.10 11.68 -19.97
H 1.95 10.64 -19.43
H 2.42 11.59 -18.04
H 1.19 12.23 -19.13
H 3.05 13.95 -17.75
H 4.30 15.01 -18.40
H 5.87 13.12 -18.64
H 4.72 12.04 -17.89
H 5.43 13.38 -16.97
C 8.07 12.72 -12.83
C 7.89 13.25 -14.24
N 7.76 14.68 -14.29
C 6.68 15.25 -13.51
C 5.28 14.79 -13.94
C 7.99 15.25 -15.60
C 9.47 15.29 -15.97
H 8.81 13.32 -12.29
H 8.39 11.68 -12.84
H 7.13 12.76 -12.26
H 8.75 12.95 -14.83
H 6.99 12.77 -14.67
H 6.73 16.34 -13.64
H 6.88 15.10 -12.45
H 5.22 14.73 -15.02
H 4.49 15.43 -13.55
H 5.09 13.77 -13.58
H 7.48 14.66 -16.38
H 7.54 16.24 -15.63
H 10.08 15.66 -15.15
H 9.80 14.29 -16.26
H 9.63 15.94 -16.84
C 8.57 11.62 -17.85
C 8.29 10.68 -16.70
O 7.14 10.46 -16.35
N 9.35 10.05 -16.16
C 9.19 9.13 -15.07
H 8.66 12.64 -17.47
H 7.77 11.57 -18.58
H 9.49 11.36 -18.37
H 10.31 10.29 -16.42
H 8.43 8.37 -15.28
H 8.85 9.68 -14.18
H 10.12 8.64 -14.82
*
```